54
Properties=species:S:1:pos:R:3:forces:R:3:mulliken_charge:R:1 method="wB97M-V/def2-TZVPD" orbital_gap_ev=6.75 charge=-1 molar_mass_g_mol=573.532 homo_ev=-4.65 largest_force_ev_per_a=0.848
O 0.40545 -4.04788 1.60614 -0.177 -0.021 -0.176 -0.563
C -0.35480 -3.13310 1.51506 0.725 -0.394 0.197 0.221
I -2.49108 -3.70294 1.22560 -0.375 -0.042 0.052 -0.255
C -0.12509 -1.73231 1.51866 -0.022 0.024 0.263 -0.805
In 0.01811 -1.01953 -0.67375 -0.092 -0.225 -0.685 0.930
C 1.26038 -2.57512 -1.67846 -0.018 0.440 0.122 -1.011
C 2.64859 -2.10556 -2.06507 -0.209 -0.289 0.153 -0.637
O 2.61235 -0.93924 -2.88785 0.129 0.118 -0.054 -0.484
C -1.94027 -0.94947 -1.71142 0.380 0.322 0.148 -0.995
C -2.69971 0.36693 -1.55318 -0.235 -0.399 -0.054 -0.724
C -3.13306 0.65503 -0.13691 -0.261 0.228 -0.281 0.051
O -4.11043 -0.31154 0.24732 0.036 0.018 0.030 -0.534
C 0.98101 0.97792 -0.57763 0.069 -0.372 0.342 -0.545
C 2.48859 0.97460 -0.25831 -0.294 0.230 0.207 -0.266
C 2.75894 2.01337 0.80388 -0.051 0.198 -0.345 -0.606
Cl 4.52427 2.31963 1.06247 0.203 -0.063 0.232 -0.319
H 0.87588 -1.59082 1.91983 0.122 0.235 0.078 0.301
H -0.88417 -1.17312 2.04983 -0.171 0.179 -0.186 0.467
H 1.30411 -3.48438 -1.07880 0.105 -0.090 0.138 0.413
H 0.76573 -2.84089 -2.60902 -0.295 -0.132 -0.062 0.321
H 3.19341 -2.88893 -2.60710 0.185 -0.088 -0.035 0.334
H 3.23298 -1.84944 -1.18516 0.185 0.108 0.046 0.338
H 2.10174 -1.18827 -3.66413 -0.100 0.018 -0.051 0.291
H -2.55147 -1.79619 -1.41293 -0.171 -0.051 0.106 0.291
H -1.71087 -1.09608 -2.76878 0.094 -0.057 -0.131 0.290
H -2.11562 1.21493 -1.91237 0.194 0.078 0.038 0.241
H -3.61053 0.35269 -2.16313 -0.135 0.084 -0.055 0.417
H -3.58635 1.65079 -0.09162 0.012 0.151 0.035 0.324
H -2.28929 0.65544 0.55068 0.190 -0.139 0.087 -0.054
H -4.28360 -0.18230 1.18234 0.027 -0.093 0.104 0.286
H 0.77924 1.48980 -1.51365 0.005 0.155 -0.115 0.427
H 0.45655 1.52794 0.20865 -0.205 0.114 0.081 -0.319
H 3.07083 1.25378 -1.12976 0.106 -0.291 -0.228 0.349
H 2.82637 0.01010 0.11363 0.213 -0.133 -0.097 0.088
H 2.37371 2.96753 0.46615 -0.124 0.216 0.083 0.358
H 2.32907 1.75170 1.76247 0.002 -0.014 0.194 0.405
O -2.60525 1.99623 2.73258 -0.214 0.104 0.078 -0.525
H -2.25034 2.88740 2.62066 0.273 -0.098 0.005 0.281
H -3.16750 2.05213 3.51008 0.013 -0.032 0.033 0.247
O -0.33453 3.87094 2.17748 -0.066 0.081 0.026 -0.591
H 0.16458 4.69289 2.22062 0.049 -0.054 0.021 0.279
H 0.01223 3.41944 1.39606 -0.079 -0.041 -0.037 0.319
O 3.92174 5.42937 2.59379 0.018 -0.007 0.078 -0.605
H 4.19183 5.79087 3.44210 -0.001 0.000 0.022 0.303
H 4.32641 4.55271 2.55769 -0.079 -0.044 -0.181 0.296
O -3.32363 -6.47849 3.75706 0.085 -0.125 0.172 -0.639
H -2.74010 -5.71100 3.75657 -0.094 0.101 -0.129 0.302
H -3.01485 -6.99160 3.00500 -0.023 0.051 -0.080 0.313
O -1.27530 4.52802 -0.60947 -0.016 0.058 -0.099 -0.586
H -0.93644 5.41993 -0.72763 0.010 0.010 -0.026 0.270
H -1.81469 4.57341 0.18654 0.045 -0.081 0.059 0.317
O 1.26107 -3.54025 -4.84833 0.062 0.042 -0.240 -0.566
H 0.66368 -3.73678 -5.57564 -0.039 0.007 0.013 0.270
H 1.80010 -4.33030 -4.74878 0.009 0.002 0.104 0.288


56
Properties=species:S:1:pos:R:3:forces:R:3:mulliken_charge:R:1 method="wB97M-V/def2-TZVPD" orbital_gap_ev=5.09 charge=0 molar_mass_g_mol=364.282 homo_ev=-7.33 largest_force_ev_per_a=4.757
K -1.14897 -12.77077 15.50805 0.465 0.091 0.268 0.967
B 3.23943 -12.00778 18.11355 0.014 0.100 -0.036 0.059
H 2.34114 -12.55988 18.34271 -3.922 -2.509 0.977 -0.284
H 3.15169 -11.02945 18.56010 -0.557 4.080 1.675 -0.199
H 4.09137 -12.45121 18.60530 3.444 -2.117 1.638 -0.258
H 3.33670 -11.89752 17.04462 0.614 0.312 -4.471 -0.264
C 0.44119 -6.81281 20.54518 0.968 -0.068 2.083 -0.255
C 0.82365 -7.03799 22.05394 0.579 0.382 -0.270 -0.408
O 0.65427 -5.89659 22.86095 -1.730 1.086 0.578 -0.566
O -0.69843 -6.00851 20.33870 0.099 -0.481 0.067 -0.500
H 0.26624 -7.83392 20.20631 0.192 0.348 -0.803 0.277
H 1.35652 -6.32384 20.21176 -0.139 -0.163 -1.154 0.247
H 1.89599 -7.15084 22.21349 0.107 -1.421 -1.019 0.316
H 0.26676 -7.89026 22.44331 -0.038 0.282 0.436 0.245
H 1.43047 -5.33170 22.86091 0.057 -0.238 -0.183 0.321
H -0.67959 -5.34860 21.03566 -0.083 0.244 0.247 0.320
C 9.21639 -14.34187 13.85804 -2.514 -0.707 1.548 -0.386
C 8.03351 -13.82685 14.79097 -0.190 0.874 -1.532 -0.414
O 6.75257 -14.23329 14.29240 0.374 -0.943 -0.591 -0.547
O 9.16576 -13.79525 12.54325 0.895 0.307 0.924 -0.518
H 9.15618 -15.42887 13.80409 -0.134 -0.228 -0.099 0.260
H 10.08375 -14.16791 14.49484 0.576 0.738 -0.982 0.329
H 8.03978 -12.74698 14.64287 0.408 0.326 0.370 0.278
H 8.09695 -14.02892 15.86020 0.525 -0.398 -0.089 0.374
H 6.02635 -13.80312 14.74973 0.229 0.209 0.263 0.302
H 8.27268 -13.88921 12.20387 -0.210 -0.151 0.241 0.317
C 3.24102 -14.60806 23.65837 -0.260 1.069 1.951 -0.584
C 3.63874 -15.91009 23.04003 1.670 1.782 -0.152 -0.253
O 4.69688 -15.61980 22.01214 -1.535 -1.464 1.213 -0.493
O 2.28297 -13.86043 22.95426 -0.400 -0.275 -0.510 -0.498
H 4.02052 -13.91055 23.96492 1.080 -0.302 -0.785 0.320
H 2.86512 -14.74805 24.67188 -0.840 -0.633 -0.038 0.340
H 2.70155 -16.38619 22.75181 0.322 -0.304 -0.868 0.225
H 4.08866 -16.48420 23.85002 0.357 -0.290 -0.471 0.270
H 4.45167 -14.83099 21.52304 -0.144 0.081 -0.120 0.334
H 2.57034 -13.87215 22.03835 -0.249 0.405 -0.323 0.330
C 4.19861 -6.39990 12.18320 0.925 0.670 1.411 -0.265
C 2.95754 -7.17009 12.70793 1.899 1.192 0.248 -0.413
O 3.30677 -8.50817 12.77212 -0.646 -1.459 -0.096 -0.540
O 5.27758 -6.26009 13.18974 -1.518 -0.398 0.672 -0.548
H 3.87831 -5.36875 12.03404 0.094 0.008 -0.892 0.239
H 4.67375 -6.94230 11.36579 -0.683 0.337 -0.486 0.294
H 2.11083 -6.95617 12.05570 0.094 -0.470 -0.336 0.312
H 2.66257 -6.80600 13.69208 0.098 0.290 0.150 0.291
H 3.78646 -8.65737 13.59019 0.105 -0.007 0.044 0.330
H 6.18711 -6.31028 12.88670 -0.389 -0.183 -0.693 0.297
C 10.80351 -10.92024 22.14247 0.413 1.405 -0.827 -0.287
C 12.33197 -10.44389 22.09909 -3.454 -1.227 0.619 -0.451
O 12.77042 -11.12881 23.25329 1.855 0.273 0.329 -0.522
O 10.76466 -12.17267 21.57040 0.521 -1.855 -0.976 -0.517
H 10.11979 -10.26580 21.60178 -0.012 0.432 -0.149 0.327
H 10.46479 -10.98686 23.17637 0.359 0.456 0.207 0.262
H 12.32062 -9.35480 22.14202 0.642 -0.053 0.358 0.281
H 12.86663 -10.85211 21.24142 -0.350 0.455 -0.339 0.291
H 13.21446 -11.89128 22.87507 0.118 -0.230 0.578 0.322
H 10.00073 -12.70723 21.79902 -0.096 0.341 0.195 0.295


56
Properties=species:S:1:pos:R:3:forces:R:3:mulliken_charge:R:1 method="wB97M-V/def2-TZVPD" orbital_gap_ev=9.47 smiles=OCCO.OCCO.OCCO.OCCO.OCCO.O.O charge=0 molar_mass_g_mol=346.370 homo_ev=-9.41 largest_force_ev_per_a=4.352
O -0.77629 -4.87339 1.81545 0.020 0.268 0.049 -0.613
H -0.40425 -5.02880 0.94731 0.123 -0.015 -0.294 0.312
H -0.88844 -5.74774 2.18851 -0.094 -0.187 0.210 0.263
O -5.24346 -3.53510 2.46494 -0.461 -0.078 0.165 -0.638
H -5.06028 -4.47210 2.39637 -0.004 -0.180 -0.031 0.268
H -4.38476 -3.11727 2.39938 0.520 0.296 -0.181 0.410
C 2.24494 1.99817 1.43288 -0.760 -1.479 -2.488 -0.453
C 2.77384 1.53442 -0.01333 3.841 1.491 1.403 -0.201
O 1.94894 0.78175 -0.75360 -3.590 -2.212 -0.933 -0.617
O 3.03693 2.90930 2.08868 0.559 0.677 -0.158 -0.556
H 2.15599 1.11772 2.06928 -0.099 -0.044 -0.164 -0.045
H 1.25733 2.40225 1.21052 -0.394 0.032 0.424 0.455
H 3.70566 0.98082 0.10218 0.307 -0.260 0.827 0.352
H 3.13562 2.28980 -0.71091 -0.181 1.465 0.758 0.445
H 2.28234 0.62030 -1.63925 0.177 0.115 0.161 0.275
H 2.84126 3.74482 1.65830 0.365 0.384 0.238 0.358
C -1.74159 -1.25575 1.96794 -0.173 -0.495 -2.556 -0.693
C -0.80701 -1.08514 0.66538 -1.585 2.065 1.047 0.803
O -0.53081 0.37375 0.66248 0.393 -0.765 1.086 -0.664
O -2.46946 -2.49496 1.82898 0.375 1.019 0.628 -0.433
H -2.49688 -0.46988 1.96066 0.122 0.001 -0.140 0.299
H -1.19017 -1.10735 2.89640 0.287 -0.505 0.005 0.342
H -1.34153 -1.14310 -0.28279 -0.443 -1.032 0.413 0.320
H -0.00717 -1.82391 0.71622 0.463 0.693 -0.006 -0.619
H 0.28597 0.71970 0.29535 0.478 -0.949 -0.413 0.138
H -1.85201 -3.22888 1.87030 0.227 -0.402 0.103 0.279
C -4.22054 0.68900 -1.17394 0.305 1.780 -0.428 -0.711
C -3.01378 1.66503 -1.36741 -0.029 -0.930 2.531 -0.042
O -2.48442 1.98697 -0.07725 -0.740 0.945 0.282 -0.565
O -3.95500 -0.44188 -0.35669 0.150 0.353 -1.185 -0.388
H -4.53462 0.55554 -2.20914 -0.172 -1.375 0.064 0.379
H -5.05064 1.23167 -0.72166 -0.009 0.331 0.105 0.344
H -3.35131 2.64179 -1.71397 -0.007 -0.361 -0.930 0.333
H -2.21174 1.15544 -1.90140 -0.198 0.279 -0.763 0.132
H -1.68590 1.50776 0.15583 0.106 -0.662 -0.137 0.436
H -3.84662 -0.03416 0.50565 0.120 -0.171 0.260 0.222
C 0.22171 2.66836 -3.04756 -0.251 -0.188 -0.891 0.186
C 1.33102 3.59481 -3.52428 0.551 0.948 -0.512 -0.541
O 1.45852 3.74920 -4.98896 -0.402 -0.436 1.808 -0.528
O 0.18507 1.47074 -3.82703 -0.051 0.054 0.318 -0.544
H -0.75301 3.14407 -3.15585 -0.010 0.095 -0.363 0.253
H 0.27013 2.44706 -1.98136 0.480 0.074 0.122 0.022
H 2.31586 3.36101 -3.11991 0.162 -0.841 -0.270 0.160
H 1.19603 4.56478 -3.04571 -0.493 0.318 -0.167 0.385
H 1.28600 4.67086 -5.19484 -0.068 -0.002 0.016 0.310
H 0.65434 0.77573 -3.35976 -0.032 -0.017 -0.004 0.323
C 2.56738 -2.37686 0.66230 -0.953 -0.787 -1.991 -0.031
C 2.69795 -1.92993 2.07735 0.496 -0.789 0.887 -0.070
O 4.00787 -1.41409 2.26650 -0.058 0.687 -0.165 -0.558
O 3.53073 -3.31860 0.16534 -0.323 0.490 0.468 -0.610
H 2.33691 -1.58084 -0.04575 1.320 0.978 0.065 -0.117
H 1.62408 -2.84780 0.38569 -0.263 -0.819 1.238 0.217
H 2.62508 -2.74318 2.79944 -0.369 -0.590 -0.297 0.421
H 1.92060 -1.23397 2.39275 -0.168 0.378 -0.472 0.133
H 4.03826 -1.16211 3.19234 0.392 0.129 0.046 0.322
H 4.36544 -2.88566 -0.02813 0.040 0.225 0.213 0.338


57
Properties=species:S:1:pos:R:3:forces:R:3:mulliken_charge:R:1 method="wB97M-V/def2-TZVPD" orbital_gap_ev=7.67 charge=0 molar_mass_g_mol=348.455 homo_ev=-7.44 largest_force_ev_per_a=15.455
O -0.16840 -0.01886 -0.72673 -10.759 -7.947 -7.742 0.878
S -0.42738 -1.27232 -1.40104 -6.295 -8.789 -2.512 1.567
O 0.66588 -2.00623 -1.99874 -5.964 -6.552 2.926 -0.661
O -1.02690 -2.27545 -0.18122 -3.964 -1.230 -7.541 -0.397
C -2.16840 -1.91304 0.60976 -3.221 -1.698 0.328 0.069
C -3.28512 -2.96389 0.53838 0.929 0.159 -0.168 -1.771
C -1.92816 -1.24018 -2.48623 0.276 -0.266 -0.079 -1.200
H -2.62387 -0.95095 0.37515 -0.545 -1.907 -1.095 0.175
H -1.86370 -1.80831 1.65105 0.138 0.104 -0.306 0.442
H -3.62553 -3.01516 -0.49582 -0.294 -0.341 0.138 0.309
H -4.08844 -2.65839 1.20880 -0.071 0.155 -0.184 0.396
H -2.93425 -3.92889 0.90414 0.022 -0.095 -0.274 0.395
H -2.86610 -0.97290 -1.99950 0.407 0.218 0.679 0.342
H -2.04163 -2.28214 -2.78548 0.377 0.018 -0.128 0.508
H -1.79124 -0.56015 -3.32700 0.426 -0.296 0.063 0.375
C 1.60565 -0.39951 -2.00406 5.366 2.200 -2.859 -0.675
O 1.92196 0.90396 -2.38074 2.441 2.760 -0.078 -0.689
H 2.54574 -0.84865 -1.68375 -0.222 -0.551 -0.071 0.357
H 0.83406 -0.29455 -1.24134 8.742 0.877 -2.766 -0.813
H 1.18263 -0.87161 -2.89078 2.175 2.526 -1.014 0.694
H 2.45673 1.26206 -1.66843 0.212 0.615 -0.208 0.447
C -1.11634 1.59944 -2.27177 -0.949 -0.888 0.059 -0.766
O -0.27901 1.00603 -3.23265 -2.624 0.416 -1.507 -0.675
H -0.62329 2.36344 -1.67069 -0.036 0.057 -0.057 0.430
H -2.11045 1.93956 -2.56189 0.323 0.543 -1.180 0.523
H -1.40298 0.73843 -1.66795 -0.905 2.029 0.028 0.109
H 0.64292 1.12746 -2.99410 0.908 0.862 0.153 0.557
C 3.10022 3.75076 2.47482 -1.501 0.773 -0.353 -0.770
O 2.62704 2.56765 1.83996 1.166 0.233 0.035 -0.359
H 2.46050 4.57666 2.16380 -0.448 0.253 0.122 0.287
H 2.97074 3.67105 3.55416 0.759 0.050 0.087 0.291
H 4.04473 4.14051 2.09525 0.443 -1.058 0.355 0.264
H 1.67462 2.51743 1.94930 0.365 0.234 0.429 0.155
C 0.10308 -1.96157 1.67740 3.038 -0.245 2.323 -0.345
O -0.03800 -0.90915 2.51919 -2.023 -7.094 10.637 -0.749
H -0.26368 -1.72362 0.67892 3.116 -0.049 4.633 -0.177
H 1.17073 -2.12542 1.53114 -0.749 -1.655 0.763 0.324
H -0.36568 -2.84248 2.11601 -0.064 -0.400 -0.367 0.310
H 0.16191 -0.11640 2.01602 0.989 -0.392 5.038 1.491
C -2.07793 0.93215 0.79957 -0.555 3.257 0.571 1.216
O -3.13051 1.43627 -0.04111 -0.078 -0.758 -0.336 -0.604
H -1.12005 1.43272 0.65812 -1.784 0.833 -0.552 0.156
H -2.35395 1.25774 1.80252 0.061 -0.892 0.506 0.454
H -1.87492 -0.13297 0.68817 -0.622 3.008 0.791 -0.249
H -2.87295 2.30926 -0.34633 -0.026 -0.043 0.010 0.420
C 2.51382 -0.72517 1.12677 0.250 -1.145 1.268 -1.421
O 3.74221 -0.43847 0.57341 1.189 1.010 -1.237 -0.525
H 1.91366 0.16794 1.30066 2.279 -1.459 1.225 1.151
H 1.85660 -1.36781 0.54097 0.925 0.499 -1.054 0.357
H 2.70443 -1.32926 2.01382 -0.356 0.264 0.543 0.531
H 4.22835 -1.25356 0.42886 -0.031 0.019 -0.001 0.401
C 0.76274 1.14176 0.36897 2.986 7.474 0.999 -1.383
O 0.08923 0.22776 1.09916 4.137 10.062 -5.470 -0.364
H 0.75794 2.10371 0.88155 -0.617 0.094 -0.356 -0.069
H 1.82217 1.03465 0.13616 -0.294 -0.301 0.105 0.844
H 0.29832 1.13786 -0.61712 1.916 5.454 1.790 0.288
H -0.38971 -0.13920 0.35245 -1.364 -1.004 2.891 -2.850